Entry 1:
Molecular formula: C26H71N6O8V
Method: DFT, ωB97M-V with the def2-TZVPD basis set

The geometry in XYZ format:
```
112
Properties=species:S:1:pos:R:3:lowdin_spin:R:1
O 23.63636 13.09709 3.47050 -0.1834
V 23.60800 14.70286 3.53625 2.0784
C 23.15743 12.85598 7.45733 0.0006
C 24.06475 13.94832 6.90801 0.0057
O 23.61615 14.52299 5.73110 0.0445
H 23.25722 11.89804 6.94697 0.0001
H 22.08681 13.05540 7.41145 0.0000
H 23.34561 12.71419 8.52157 0.0000
H 25.07356 13.54899 6.80353 0.0015
H 24.17598 14.72320 7.66649 0.0005
C 25.43999 13.10141 11.52990 0.0000
C 25.23903 11.67418 11.02730 0.0000
C 25.72007 10.53472 11.97355 0.0000
O 27.10878 10.61576 12.16121 0.0000
C 27.71218 9.49837 12.76669 0.0000
N 23.75331 11.47553 10.80860 0.0000
H 24.92293 13.26682 12.47509 0.0000
H 25.17550 13.81626 10.75071 0.0000
H 26.48364 13.30164 11.77237 0.0000
H 25.81413 11.67159 10.10136 0.0000
H 25.55666 9.55740 11.51941 0.0000
H 25.37084 10.63125 13.00158 0.0000
H 27.42914 9.46145 13.81865 0.0000
H 28.78983 9.66173 12.77487 0.0000
H 27.36844 8.58750 12.27653 0.0000
H 23.73487 10.50537 10.52836 0.0000
H 23.25638 12.05134 10.14407 0.0000
C 21.85915 9.14583 9.60760 0.0000
C 22.99800 8.28092 9.09005 0.0000
C 23.68116 8.86902 7.82991 0.0000
O 22.88286 9.19186 6.77479 0.0000
C 23.59468 9.68924 5.65610 0.0000
N 23.99152 8.18456 10.12758 0.0000
H 21.34639 8.68387 10.45127 0.0000
H 21.06832 9.15537 8.85751 0.0000
H 22.12152 10.19185 9.76609 0.0000
H 22.56770 7.36128 8.69356 0.0000
H 24.43332 8.09927 7.65718 0.0000
H 24.20158 9.75604 8.19112 0.0000
H 24.41513 10.40683 5.65304 0.0000
H 22.92674 10.26012 5.01107 -0.0001
H 23.91623 8.81715 5.08676 0.0000
H 24.81802 7.64918 9.90319 0.0000
H 23.60335 7.72699 10.94003 0.0000
C 19.08207 17.78957 9.44925 0.0000
C 19.61548 16.40249 9.48672 0.0000
C 18.76058 15.46085 10.33950 0.0000
O 19.21795 14.05222 10.24696 0.0000
C 20.52893 13.71703 10.75324 0.0000
N 19.88779 15.87140 8.19988 0.0000
H 19.68389 18.48980 8.86994 0.0000
H 19.07085 18.16721 10.47169 0.0000
H 18.05413 17.82602 9.08852 0.0000
H 20.59899 16.47715 9.95065 0.0000
H 17.74346 15.53877 9.95544 0.0000
H 18.84586 15.80404 11.37054 0.0000
H 20.54025 13.90343 11.82712 0.0000
H 21.32613 14.30373 10.29678 0.0000
H 20.79109 12.66119 10.68563 0.0000
H 20.23835 14.93613 8.34981 0.0000
H 18.96182 15.67824 7.84582 0.0000
C 26.05964 18.30944 4.69465 0.0002
C 25.56710 17.05050 3.90434 0.0036
C 26.33164 15.72282 4.33382 0.0014
O 25.78988 14.53640 3.72626 0.0274
C 26.72554 13.45975 3.67821 0.0023
N 24.17594 16.84584 4.04673 0.0125
H 25.38128 19.10996 4.39957 0.0000
H 27.07599 18.66219 4.51943 0.0000
H 25.92574 18.18477 5.76918 0.0001
H 25.75071 17.36540 2.87710 0.0012
H 26.13953 15.68382 5.40605 0.0000
H 27.38585 15.88353 4.10818 0.0001
H 27.03425 13.18158 4.68589 0.0004
H 27.62710 13.80204 3.17013 0.0005
H 26.33127 12.52275 3.28489 0.0000
H 24.04853 16.88990 5.04769 0.0008
H 23.82492 17.72321 3.69021 0.0010
C 18.54728 10.75308 5.95649 0.0000
C 18.72058 11.98354 6.80610 0.0000
C 17.46394 12.86429 6.80408 0.0000
O 17.75236 14.21598 7.23044 0.0000
C 16.72397 15.14599 7.03723 0.0000
N 19.07105 11.69705 8.19699 0.0000
H 18.45400 10.93805 4.88635 0.0000
H 17.76587 10.12992 6.39144 0.0000
H 19.40207 10.07699 5.97415 0.0000
H 19.47726 12.56016 6.27409 0.0000
H 16.72062 12.46400 7.49352 0.0000
H 16.96399 12.90616 5.83641 0.0000
H 16.86282 15.52607 6.02512 0.0000
H 16.56286 15.79760 7.89604 0.0000
H 15.73507 14.68782 7.02197 0.0000
H 19.46302 12.52528 8.62183 0.0000
H 19.92065 11.15103 8.18469 0.0000
C 21.86304 19.53964 6.96581 0.0000
C 22.76434 18.32892 6.76622 0.0001
C 23.71047 18.12984 8.05676 0.0001
O 24.89730 17.41635 7.75844 0.0001
C 25.77803 17.21697 8.90933 0.0000
N 22.06834 17.12877 6.33140 0.0006
H 21.42741 19.57851 7.96421 0.0000
H 21.07124 19.48571 6.21866 0.0000
H 22.34813 20.50496 6.82106 0.0000
H 23.34604 18.63816 5.89783 0.0000
H 23.20199 17.74575 8.94108 0.0000
H 24.03115 19.15252 8.25526 0.0000
H 26.08267 18.12072 9.43708 0.0000
H 26.78765 16.91353 8.63244 0.0000
H 25.28972 16.52078 9.59122 0.0000
H 22.68774 16.33300 6.38811 -0.0004
H 21.40844 16.90010 7.06102 0.0000
```

The total charge is 0. As for the spin multiplicity: 3. As for the LUMO energy (alpha / beta): -0.042 / -0.195 eV. Its frontier orbital gap (alpha / beta) is 6.8 / 7.1 eV.

Entry 2:
Molecular formula: C4H8O
Method: DFT, ωB97M-V with the def2-TZVPD basis set

The geometry in XYZ format:
```
13
Properties=species:S:1:pos:R:3:lowdin_charge:R:1
C -0.25088 -1.67182 -0.38284 -0.0452
C -0.70805 -0.26390 -0.53282 -0.2961
O 0.27286 0.68336 -1.05843 -0.0319
C -0.16034 0.82563 0.27433 -0.3611
C 0.76521 0.64109 1.44999 -0.0398
H 0.74682 -1.72456 0.01600 0.0637
H -0.22426 -2.22602 -1.35429 0.0955
H -0.96874 -2.17989 0.27548 0.0881
H -1.69411 -0.04024 -0.93486 0.1369
H -0.77690 1.77061 0.32761 0.1517
H 1.31254 1.57156 1.63818 0.0810
H 1.40434 -0.23152 1.31478 0.0680
H 0.14177 0.40719 2.33257 0.0893
```

The total charge is 0. As for the LUMO energy: 1.151 eV. The SMILES is C[C@@H]1O[C@@H]1C. Its frontier orbital gap is 11.2 eV.

Entry 3:
Molecular formula: C6H8S
Method: DFT, ωB97M-V with the def2-TZVPD basis set

The geometry in XYZ format:
```
15
Properties=species:S:1:pos:R:3:lowdin_charge:R:1
C 1.21474 -1.32858 1.63606 -0.0254
C 0.08753 -0.68021 1.49944 -0.1692
C -0.34470 0.05493 0.11276 -0.5760
C -0.01802 -0.47250 -1.24952 -0.1837
C 0.00159 0.16170 -2.41669 0.0194
C -0.60410 1.58646 0.40917 -0.4365
S -2.10838 0.65924 0.21940 0.7901
H 1.28399 -1.73563 2.68357 0.0700
H 1.73456 -1.93986 0.82019 0.0901
H -0.49728 -0.43286 2.37240 0.0866
H 0.20777 -1.45971 -1.29551 0.0640
H 0.41167 -0.15164 -3.34389 0.0467
H -0.25620 1.22847 -2.50426 0.0636
H -0.59464 2.05208 1.41662 0.0656
H -0.51855 2.45809 -0.35973 0.0948
```

The total charge is 0. As for the LUMO energy: 0.815 eV. The SMILES is C=CC1(C=C)CS1. Its frontier orbital gap is 9.3 eV.

Entry 4:
Molecular formula: C14H13AsF6N3O2Rh
Method: DFT, ωB97M-V with the def2-TZVPD basis set

The geometry in XYZ format:
```
40
Properties=species:S:1:pos:R:3:lowdin_spin:R:1
Rh 0.71396 -0.89395 -0.05555 -0.0060
O -2.60725 3.31653 -0.88885 0.0247
C -1.38842 3.84991 -0.89672 0.0449
C -1.33474 5.23486 -1.08694 0.0019
C -0.12957 5.88676 -1.11056 0.0321
C 1.08527 5.19128 -0.94462 0.0260
C 1.05741 3.84263 -0.75999 -0.0032
C -0.17092 3.12918 -0.73234 0.0421
C -0.08034 1.71697 -0.53072 0.0034
O 1.01450 1.11394 -0.40520 0.0087
N -1.29869 1.00475 -0.45539 0.3424
N -1.06380 -0.25743 -0.25310 0.0131
C -2.03248 -1.14543 -0.05534 0.2369
C -1.58648 -2.47999 0.21571 0.0063
C -2.45663 -3.53510 0.44833 0.0848
C -1.92563 -4.79436 0.70683 -0.0086
C -0.55570 -4.95437 0.71937 0.0874
C 0.27350 -3.85162 0.48195 0.0116
N -0.22654 -2.65597 0.24507 0.0404
H -2.55830 2.35999 -0.72948 0.0012
H -2.27033 5.76172 -1.21037 -0.0007
H -0.11247 6.95886 -1.25715 0.0013
H 2.02382 5.72564 -0.96093 0.0010
H 1.97001 3.28003 -0.62382 -0.0009
H -3.07179 -0.84254 -0.08089 0.0065
H -3.52462 -3.36728 0.42826 0.0028
H -2.58071 -5.63347 0.89474 -0.0020
H -0.10354 -5.91564 0.91677 0.0040
H 1.35108 -3.93168 0.50067 -0.0001
F 2.57886 -1.59014 0.61275 -0.0004
As 2.59235 -1.26871 2.46856 0.0000
F 3.14539 0.29476 2.07528 0.0000
F 0.91005 -0.64754 2.16666 -0.0010
F 2.44049 -0.95177 4.12122 0.0000
F 1.86295 -2.82699 2.59728 -0.0003
F 4.15069 -1.92555 2.51768 0.0000
C 0.92355 -1.25374 -2.01747 -0.0001
H 0.42642 -2.17659 -2.31210 0.0001
H 2.00454 -1.34551 -2.13307 0.0000
H 0.55411 -0.42245 -2.61654 0.0000
```

The total charge is +1. As for the spin multiplicity: 2. As for the LUMO energy (alpha / beta): -5.345 / -7.468 eV. Its frontier orbital gap (alpha / beta) is 6.9 / 4.6 eV.

Entry 5:
Molecular formula: C38H49NO7ReSSe
Method: DFT, ωB97M-V with the def2-TZVPD basis set

The geometry in XYZ format:
```
98
Properties=species:S:1:pos:R:3:lowdin_spin:R:1
Re 0.06722 -0.10830 -2.55051 0.6407
C 3.36094 -4.93127 2.91140 0.0000
C 1.96100 -4.80081 2.31141 0.0007
C 0.95028 -4.64988 3.45594 0.0003
C 1.65022 -6.08102 1.52484 0.0004
C 1.84435 -3.59456 1.38136 0.0058
C 0.65605 -3.34398 0.71199 -0.0010
C 0.56437 -2.24075 -0.11604 0.0064
Se -0.97932 -1.96496 -1.17717 0.0051
C -2.07703 -0.75295 -0.19566 0.0069
C -3.07386 -1.27176 0.61676 -0.0005
C -3.95756 -0.41298 1.24643 0.0044
C -3.79132 0.95211 1.00257 -0.0008
C -2.81194 1.49581 0.17543 0.0038
C -1.92580 0.60585 -0.45622 0.0010
O -0.96382 1.06084 -1.28385 0.0329
C -2.69700 3.00919 -0.03317 0.0004
C -1.34034 3.47731 0.50821 0.0002
C -2.83665 3.36165 -1.52212 0.0010
C -3.78813 3.76980 0.72415 0.0000
C -5.06950 -0.97437 2.13430 0.0006
C -5.97284 -1.88581 1.29251 0.0003
C -5.93232 0.13233 2.74020 0.0000
C -4.45118 -1.78886 3.27660 0.0002
C 1.61219 -1.36680 -0.35572 0.0015
O 1.39325 -0.29847 -1.18454 0.0902
C 2.82878 -1.59755 0.30363 0.0054
C 2.89233 -2.70484 1.14970 -0.0014
C 4.02461 -0.65916 0.16150 0.0006
C 4.40068 -0.48621 -1.31686 -0.0001
C 5.26801 -1.18915 0.88190 0.0000
C 3.64701 0.67994 0.80741 0.0003
H 3.39601 -5.81063 3.55628 0.0000
H 3.62409 -4.06445 3.52080 0.0000
H 4.12265 -5.05524 2.13918 0.0000
H 1.01480 -5.50440 4.13263 0.0000
H -0.07307 -4.59520 3.08116 0.0000
H 1.14628 -3.74247 4.03010 0.0000
H 1.75467 -6.95388 2.17211 0.0001
H 2.33506 -6.19550 0.68260 0.0000
H 0.63222 -6.07798 1.13260 0.0000
H -0.20353 -3.99291 0.82656 -0.0001
H -3.14724 -2.34469 0.75184 0.0000
H -4.47378 1.63664 1.48129 -0.0001
H -0.51797 2.98914 -0.00946 0.0000
H -1.25919 3.25588 1.57533 0.0000
H -1.24052 4.55890 0.37778 0.0000
H -2.01596 2.96641 -2.11451 0.0005
H -2.85300 4.44810 -1.64341 0.0000
H -3.77081 2.96479 -1.92590 0.0000
H -3.73303 3.60370 1.80225 0.0000
H -4.78861 3.49821 0.38072 0.0000
H -3.65808 4.83876 0.54791 0.0000
H -6.39044 -1.34049 0.44446 0.0000
H -6.79868 -2.26458 1.89862 0.0001
H -5.42359 -2.74336 0.90030 0.0000
H -6.42818 0.72601 1.97021 0.0000
H -5.34635 0.80423 3.37056 0.0000
H -6.70823 -0.31560 3.36350 0.0000
H -3.86416 -2.62813 2.89991 0.0000
H -5.23523 -2.19291 3.92087 0.0000
H -3.79420 -1.16571 3.88649 0.0000
H 3.82453 -2.88156 1.66210 -0.0002
H 4.61810 -1.45639 -1.76955 0.0000
H 5.29880 0.12919 -1.40001 0.0000
H 3.60493 -0.01366 -1.88667 -0.0003
H 5.57461 -2.16609 0.50236 0.0000
H 5.12097 -1.26582 1.96080 0.0000
H 6.09206 -0.49423 0.71422 0.0000
H 2.76979 1.12062 0.33455 -0.0001
H 4.47618 1.38538 0.72843 0.0000
H 3.43000 0.53262 1.86772 0.0000
C 3.98013 4.51915 0.32874 0.0000
C 3.10938 4.04702 -0.80236 -0.0001
C 3.59539 3.14237 -1.74354 0.0004
C 2.79353 2.68351 -2.77260 0.0014
C 1.48564 3.14731 -2.86154 0.0027
C 0.98039 4.05958 -1.94454 -0.0002
C 1.79747 4.49612 -0.91770 0.0003
S 0.54126 2.76428 -4.27453 0.0064
O -0.51795 3.72924 -4.37741 0.0107
O 1.45368 2.61298 -5.37329 -0.0014
N -0.13679 1.28538 -3.98994 0.0392
C -1.16458 0.99667 -5.01056 0.0036
C -2.16726 0.06591 -4.39898 0.0040
O -3.29078 -0.08572 -4.77585 0.0045
O -1.63285 -0.64648 -3.38858 0.0313
H 5.03443 4.49696 0.05396 0.0000
H 3.85111 3.87406 1.20054 0.0000
H 3.72192 5.53413 0.62840 0.0000
H 4.62456 2.81226 -1.68200 0.0000
H 3.19056 2.03362 -3.54168 0.0003
H -0.02880 4.42760 -2.06129 0.0000
H 1.41420 5.20917 -0.19770 0.0000
H -0.73378 0.49254 -5.88296 0.0012
H -1.65758 1.90467 -5.34710 -0.0004
O 1.94788 -1.96139 -4.21526 0.0412
C 1.24422 -1.27399 -3.64535 0.0497
```

The total charge is 0. As for the spin multiplicity: 2. As for the LUMO energy (alpha / beta): -1.837 / -1.671 eV. Its frontier orbital gap (alpha / beta) is 6.2 / 6.5 eV.

Entry 6:
Molecular formula: C2H2InO6
Method: DFT, ωB97M-V with the def2-TZVPD basis set

The geometry in XYZ format:
```
11
Properties=species:S:1:pos:R:3:lowdin_charge:R:1
In -1.57624 -0.15571 -0.45916 1.1949
O -1.44181 -1.72576 4.07989 0.2323
C -1.51015 -1.26365 2.84407 -0.7537
O -2.03550 -0.14836 2.60765 0.1408
O -1.18862 -1.95082 1.86064 0.0814
H -1.14386 -2.61275 3.86520 0.1445
O 1.67602 1.93208 -3.96832 0.2139
C 1.51631 1.48135 -2.69796 -0.7079
O 0.46884 1.06524 -2.24836 0.0730
O 2.61261 1.47130 -2.07465 0.2585
H 2.62237 1.90703 -3.80899 0.1224
```

The total charge is +1. As for the LUMO energy: -11.372 eV. Its frontier orbital gap is 2.3 eV.

Entry 7:
Molecular formula: C4H13N2O
Method: DFT, ωB97M-V with the def2-TZVPD basis set

The geometry in XYZ format:
```
20
Properties=species:S:1:pos:R:3:lowdin_charge:R:1
C -0.40732 -0.93299 -1.96966 -0.1728
C -1.57461 -1.13248 -1.02417 -0.0656
N 0.85471 -1.51375 -1.30508 0.1375
H -0.54451 -1.56754 -2.84056 0.1230
H -0.09452 0.04496 -2.27395 0.1157
H -1.40460 -0.61279 -0.07087 0.0580
H -1.64190 -2.20437 -0.77322 0.0936
H 0.76107 -2.52477 -1.20079 0.1561
H 1.66328 -1.33294 -1.89305 0.1604
H 0.92666 -1.16581 -0.28104 0.1463
H -2.57383 -0.81650 -1.31167 0.0928
C -0.52769 1.24379 2.16030 0.0225
C 0.57105 1.30195 1.07077 -0.4938
O 0.83528 0.45624 0.21974 -0.0234
N 1.44721 2.31822 1.31355 0.1650
H -0.24775 0.39000 2.76558 0.0919
H -1.51639 1.08807 1.72920 0.0847
H 2.22059 2.23475 0.66249 0.1166
H 1.70464 2.61236 2.24054 0.1184
H -0.45136 2.11360 2.78189 0.0732
```

The total charge is +1. As for the LUMO energy: -2.964 eV. Its frontier orbital gap is 11.1 eV.

Entry 8:
Molecular formula: C5H14N2
Method: DFT, ωB97M-V with the def2-TZVPD basis set

The geometry in XYZ format:
```
21
Properties=species:S:1:pos:R:3:lowdin_spin:R:1
N -1.03214 -0.60878 -1.48517 0.4208
C -1.19298 2.19281 -1.60684 0.0047
C -0.77895 1.43273 -0.32520 0.0025
C -0.07702 0.05370 -0.59267 0.1140
C -0.02702 -0.84614 0.69926 0.1001
N 1.09194 -0.50187 1.52993 0.2466
C 2.04797 -1.65819 1.73499 0.0261
H -2.00091 -0.35986 -1.26765 0.0129
H -0.95865 -1.62289 -1.48329 0.0159
H -0.58960 1.75081 -2.40387 0.0012
H -1.00813 3.24609 -1.40171 -0.0002
H -2.22716 2.15266 -1.92445 0.0004
H -1.56399 1.29966 0.43400 0.0013
H -0.08948 2.03482 0.27712 0.0001
H 0.85221 0.34857 -1.06393 0.0184
H 0.02748 -1.89511 0.37557 0.0038
H -0.96057 -0.64649 1.22674 0.0065
H 0.71345 -0.45957 2.47055 0.0126
H 2.44060 -2.14662 0.85073 0.0006
H 1.54115 -2.29983 2.44951 0.0118
H 2.96344 -1.25256 2.17727 0.0001
```

The total charge is +1. As for the spin multiplicity: 2. As for the LUMO energy (alpha / beta): -2.781 / -8.519 eV. Its frontier orbital gap (alpha / beta) is 12.2 / 5.2 eV.